DFT (wB97M-V/def2-TZVPD) results for a cluster of 4 separate species, C30H64FN3O6PS in total in a non-equilibrium geometry.

The HOMO energy (alpha / beta) comes out at -8.13 / -8.95 eV. The value obtained for the HOMO-LUMO gap (alpha / beta) is 8.7 / 9.3 eV. The spin multiplicity is 4. The calculation puts the largest force on an atom at 1.47 eV/A. The value obtained for the LUMO energy (alpha / beta) is 0.55 / 0.34 eV.

Each line ends with the Mulliken spin population.
Geometry (Å):
O -2.84635 1.44465 -2.83364  0.00
S -3.26798 2.80127 -2.59481  0.00
O -4.58516 3.21948 -3.00442  0.00
F -2.25523 3.70464 -3.49334  0.00
P -2.88140 3.51988 -0.38475  0.01
C -2.60678 4.01304 1.36686  0.01
C -1.68550 5.22023 1.52413  0.02
C -2.22263 6.55792 0.99554  0.00
O -1.33253 7.23053 0.11457  0.00
H -3.93543 2.63364 -0.12859  0.00
H -1.59344 2.98605 -0.56553  0.00
H -3.23681 4.78194 -0.88570  0.00
H -2.12166 3.14591 1.82601  0.01
H -3.56365 4.12979 1.88422  0.00
H -0.73040 4.97874 1.04841  -0.01
H -1.45075 5.33294 2.58317  0.00
H -3.20056 6.42685 0.51286  0.00
H -2.37527 7.25445 1.81692  0.00
H -1.13685 6.64924 -0.63785  0.00
C 0.64581 -0.75128 1.11801  0.03
C -0.17241 -0.21016 2.30700  -0.02
C -0.30119 -1.24349 3.43774  0.03
C -1.24676 -2.39726 3.11797  -0.02
C -2.62895 -1.87023 2.74011  0.03
C -2.58164 -0.87549 1.57601  -0.03
N -1.56195 0.19344 1.89885  0.39
O -2.03368 1.16467 2.58401  0.52
C -2.26625 -1.61148 0.27341  0.07
C -3.91763 -0.16752 1.39362  -0.01
C 0.55315 1.02569 2.83310  -0.01
H 1.27466 -1.58564 1.43277  0.00
H 0.04161 -1.08768 0.28625  -0.02
H 1.29937 0.03304 0.73317  0.01
H -0.66491 -0.72791 4.33212  0.00
H 0.70068 -1.61394 3.66879  0.00
H -0.83711 -3.01910 2.31652  0.00
H -1.33426 -3.04255 3.99428  0.00
H -3.29532 -2.68874 2.45700  0.00
H -3.07241 -1.37651 3.61084  0.00
H -2.03295 -0.91592 -0.53490  0.00
H -3.14482 -2.18288 -0.02728  0.00
H -1.45592 -2.32906 0.36246  0.00
H -4.26690 0.30415 2.30778  0.00
H -4.67828 -0.86857 1.04893  0.00
H -3.78076 0.59598 0.62753  0.00
H 0.55207 1.82406 2.08830  0.01
H 1.58881 0.74319 3.03750  0.00
H 0.10514 1.40784 3.74641  0.01
C 4.88308 5.24679 1.13340  0.01
C 3.77633 4.18301 1.25600  -0.01
C 4.27922 2.77597 0.89902  0.02
C 4.51671 2.56226 -0.59058  -0.02
C 3.25245 2.88051 -1.38253  0.02
C 2.72806 4.29679 -1.12354  0.02
N 2.59871 4.49086 0.36937  0.45
O 1.49698 4.04241 0.83472  0.47
C 3.64579 5.33065 -1.78322  0.02
C 1.33975 4.47173 -1.73265  -0.02
C 3.29789 4.18423 2.70451  0.00
H 5.86913 4.78230 1.17596  0.00
H 4.82931 5.83119 0.22483  -0.01
H 4.81052 5.95272 1.96079  0.00
H 3.53446 2.05087 1.24309  0.01
H 5.19164 2.59044 1.47089  0.00
H 5.35760 3.16995 -0.93739  0.00
H 4.79829 1.52213 -0.76481  0.00
H 3.42771 2.77663 -2.45645  0.00
H 2.47168 2.16224 -1.11316  0.01
H 3.40143 6.33986 -1.44926  -0.01
H 3.48821 5.28465 -2.86112  0.00
H 4.70290 5.14845 -1.60788  0.00
H 0.65014 3.70487 -1.39022  0.01
H 1.42165 4.40521 -2.81821  0.00
H 0.93126 5.45064 -1.47472  0.00
H 2.82044 5.13243 2.95190  0.00
H 4.17259 4.05674 3.34624  0.00
H 2.59338 3.38152 2.90484  0.01
C 1.47431 -5.97651 -2.83494  0.02
C 0.62434 -5.64308 -1.59448  0.00
C 0.53638 -6.82531 -0.61769  0.03
C -0.35676 -7.96075 -1.10219  -0.02
C -1.75479 -7.43983 -1.42081  0.03
C -1.74920 -6.29483 -2.43984  0.00
N -0.77891 -5.24132 -1.96293  0.46
O -1.29747 -4.42018 -1.13328  0.49
C -1.41053 -6.83122 -3.83427  0.02
C -3.12739 -5.64721 -2.52403  -0.01
C 1.28980 -4.46502 -0.88892  -0.03
H 2.13650 -6.81950 -2.63288  0.00
H 0.88957 -6.21538 -3.71288  -0.02
H 2.09518 -5.12036 -3.09946  0.00
H 0.14425 -6.45273 0.33390  0.00
H 1.55168 -7.18130 -0.42627  0.00
H 0.08496 -8.45215 -1.97408  0.00
H -0.42460 -8.72242 -0.32322  0.00
H -2.38818 -8.23924 -1.81442  0.00
H -2.22162 -7.08404 -0.49727  0.00
H -1.21010 -6.01437 -4.52869  -0.01
H -2.27554 -7.38270 -4.20374  0.00
H -0.56734 -7.51719 -3.84522  0.00
H -3.48300 -5.32766 -1.54898  0.00
H -3.82788 -6.37753 -2.93249  0.00
H -3.10760 -4.77775 -3.18157  0.00
H 1.25532 -3.57175 -1.51309  0.00
H 2.33546 -4.72699 -0.71148  0.00
H 0.81705 -4.23755 0.06307  0.02

DFT (wB97M-V/def2-TZVPD) results for a cluster of 2 separate species, C4H13N3O in total in a non-equilibrium geometry.

The HOMO energy comes out at -9.10 eV. The value obtained for the HOMO-LUMO gap is 10.0 eV. The spin multiplicity is 1. The calculation puts the largest force on an atom at 2.99 eV/A. Its SMILES is NN[C@@H](N)O.C=CC. The value obtained for the LUMO energy is 0.94 eV.

Each line ends with the Löwdin charge.
Geometry (Å):
C 1.88180 0.03159 -0.25758  -0.52
N 0.83765 -0.15978 -1.28659  -0.15
N 0.98596 -1.30900 -2.10733  0.01
N 1.51435 1.21981 0.43625  0.08
O 1.92820 -1.13413 0.53040  -0.02
H 1.07050 -1.22062 0.97331  0.07
H 0.81072 0.66259 -1.88375  0.13
H 2.89356 0.11603 -0.69347  0.15
H 1.94241 -1.37864 -2.46288  0.07
H 0.82904 -2.12119 -1.51652  0.07
H 0.49903 1.11714 0.73497  0.07
H 2.13670 1.39595 1.21640  0.08
C -2.34578 1.30673 0.36780  -0.12
C -1.46658 0.10146 0.46954  -0.29
C -1.64930 -0.85220 1.36876  -0.03
H -0.69750 -0.11050 -0.42577  0.10
H -2.78219 1.38426 -0.63495  0.08
H -3.15633 1.28340 1.10351  0.07
H -1.77339 2.20762 0.54320  0.06
H -2.38639 -0.77248 2.15639  0.05
H -1.07248 -1.76804 1.36834  0.04

DFT (wB97M-V/def2-TZVPD) results for a structure of composition C11H21KN2O3P.

The HOMO energy comes out at -11.54 eV. The value obtained for the HOMO-LUMO gap is 8.8 eV. The spin multiplicity is 1. The calculation puts the largest force on an atom at 0.53 eV/A. Its net charge is +1. The value obtained for the LUMO energy is -2.72 eV.

Each line ends with the Löwdin charge.
Geometry (Å):
K -2.16265 0.52833 -0.35709  0.84
N -3.54509 -3.11627 5.14033  0.14
C -3.29280 -2.38043 4.03896  -0.31
C -4.28156 -1.58114 3.44488  -0.01
C -3.96763 -0.85212 2.32241  -0.16
N -2.76551 -0.83924 1.73147  -0.11
C -1.82885 -1.60449 2.30695  -0.16
C -2.02869 -2.37414 3.42861  -0.01
H -4.45350 -3.11610 5.56597  0.11
H -2.83312 -3.68834 5.55520  0.11
H -5.27900 -1.53538 3.85893  0.12
H -4.73533 -0.23597 1.86562  0.11
H -0.84958 -1.60306 1.83693  0.11
H -1.21810 -2.96630 3.83034  0.11
C 3.09701 -1.13788 -3.09762  -0.07
C 2.12638 -0.14150 -3.68512  -0.28
O 1.72455 0.84698 -2.71054  -0.30
P 0.41960 0.57909 -1.80457  0.74
O 0.95776 0.08466 -0.37035  -0.35
C 2.05010 0.75133 0.32274  -0.26
C 3.00390 -0.28049 0.87266  -0.06
O 0.08435 2.12612 -1.37047  -0.37
C -0.30425 3.04492 -2.41522  -0.29
C 0.82749 3.98043 -2.77210  -0.06
H 3.42621 -1.83225 -3.86962  0.08
H 2.62905 -1.71477 -2.30013  0.07
H 3.97354 -0.62933 -2.69896  0.08
H 1.23276 -0.63968 -4.07257  0.11
H 2.58018 0.42648 -4.49608  0.12
H 1.60039 1.34332 1.12125  0.12
H 2.54672 1.43031 -0.37060  0.11
H 2.48511 -0.97028 1.53697  0.08
H 3.79282 0.21117 1.43996  0.09
H 3.46575 -0.85110 0.06964  0.07
H -1.15703 3.60509 -2.02489  0.12
H -0.64048 2.47855 -3.29162  0.11
H 1.15114 4.53265 -1.89123  0.09
H 0.49448 4.69636 -3.52236  0.09
H 1.67388 3.42446 -3.16869  0.07

DFT (wB97M-V/def2-TZVPD) results for a cluster of 3 separate species, CH5O7P in total in a non-equilibrium geometry.

The HOMO energy comes out at -10.38 eV. The value obtained for the HOMO-LUMO gap is 10.1 eV. The spin multiplicity is 1. The calculation puts the largest force on an atom at 6.03 eV/A. Its SMILES is O=POO.O=CO.OO. The value obtained for the LUMO energy is -0.27 eV.

Each line ends with the Löwdin charge.
Geometry (Å):
C -0.69752 1.47029 -1.70371  -0.45
O -1.96618 -1.07418 0.27984  -0.42
O 0.27395 1.31953 -1.10360  0.09
O -1.88171 0.94304 -1.48384  0.08
O -0.20925 -2.95749 0.98112  -0.04
O 0.79175 -0.05729 1.48001  -0.24
O -0.55242 -2.10204 2.05086  -0.39
O 1.81131 0.93525 1.22758  -0.06
P -1.52025 -0.86358 1.67104  0.93
H -0.59968 2.15102 -2.60008  0.16
H 1.51936 1.10787 0.26685  0.09
H -1.66223 0.26684 -0.73922  0.07
H -0.56741 -2.62215 0.14448  0.08
H 1.18630 -0.59582 2.22189  0.12

DFT (wB97M-V/def2-TZVPD) results for a cluster of 2 separate species, C2H5NO3 in total.

The HOMO energy comes out at -9.97 eV. The value obtained for the HOMO-LUMO gap is 10.5 eV. The spin multiplicity is 1. The calculation puts the largest force on an atom at 0.54 eV/A. Its SMILES is NC=O.O=CO. The value obtained for the LUMO energy is 0.49 eV.

Each line ends with the Löwdin charge.
Geometry (Å):
O -1.79081 0.72269 0.55938  0.07
C -1.37699 1.75879 0.14331  -0.40
O -0.76509 2.65244 0.94794  0.08
H -1.47753 2.11174 -0.89453  0.14
H -0.39424 3.37763 0.42541  0.11
C 0.86618 -1.49752 -0.79117  -0.43
N 1.13355 -1.94166 0.47080  0.11
O 1.62336 -1.57187 -1.72715  0.01
H -0.11303 -0.98736 -0.82154  0.11
H 1.94110 -2.54271 0.59192  0.10
H 0.35351 -2.08217 1.09564  0.09

DFT (wB97M-V/def2-TZVPD) results for a cluster of 2 separate species, C30H37BN3O10PS2 in total in a non-equilibrium geometry.

The HOMO energy comes out at -8.45 eV. The value obtained for the HOMO-LUMO gap is 7.5 eV. The spin multiplicity is 1. The calculation puts the largest force on an atom at 2.40 eV/A. Its SMILES is CCCOc1c(C)c(N=C=S)c(B(O)CC)c2c1C(=O)c1c(CSCC)c(N=C(C)C)c(OC#N)c(P(=O)(O)O)c1C2=O.OCCO. The value obtained for the LUMO energy is -0.96 eV.

Each line ends with the Löwdin charge.
Geometry (Å):
C 3.76177 -1.34661 -1.26554  -0.09
C 3.34073 -0.33429 -2.37568  -0.18
C 1.81987 -0.03366 -2.35287  -0.16
O 1.48871 1.35785 -2.47400  -0.03
C 1.54591 1.98388 -1.24938  -0.17
C 2.58421 2.84941 -0.97956  -0.11
C 3.69547 3.18994 -1.94085  -0.01
C 2.59895 3.45623 0.27610  -0.16
N 3.67106 4.40887 0.56193  0.11
C 3.35596 5.50664 0.12698  -0.76
S 2.91010 6.94154 -0.28588  0.80
C 1.65073 3.19937 1.25181  0.03
B 1.78528 3.95625 2.65960  -0.45
O 0.76290 4.75472 3.07879  0.17
C 3.05770 3.87665 3.59835  -0.15
C 3.05807 4.94244 4.72757  -0.11
C 0.61962 2.31933 0.93231  -0.03
C 0.55222 1.72723 -0.31916  0.00
C -0.62158 0.81444 -0.61618  -0.24
O -1.17639 0.85514 -1.69012  0.13
C -1.03544 -0.08027 0.53406  -0.02
C -1.47951 -1.37571 0.32589  -0.14
C -1.61723 -1.95604 -1.06979  -0.36
S -3.34335 -2.46165 -1.42471  0.90
C -4.46139 -1.14566 -0.82909  -0.47
C -4.43877 0.07534 -1.79526  -0.15
C -1.82070 -2.13948 1.44522  -0.17
N -2.31651 -3.45160 1.40480  0.16
C -1.53834 -4.33541 0.89748  -0.36
C -0.02190 -4.38540 1.05044  -0.01
C -2.18971 -5.43322 0.07099  -0.04
C -1.69781 -1.55497 2.69990  -0.15
O -2.06029 -2.34697 3.82177  0.08
C -1.01833 -3.07003 4.12467  -0.32
N 0.00723 -3.44857 4.55059  0.19
C -1.26224 -0.27131 2.90848  -0.07
P -1.10631 0.42633 4.60325  0.51
O -2.32793 1.10987 4.98634  -0.22
O 0.20574 1.37257 4.70822  -0.10
O -0.85647 -0.76448 5.68263  -0.11
C -0.93910 0.48908 1.79317  -0.05
C -0.48313 1.94095 1.89250  -0.25
O -1.01802 2.69486 2.66794  0.15
H 4.43242 -2.12102 -1.65489  0.07
H 4.31674 -0.81469 -0.48435  0.07
H 2.90316 -1.85070 -0.80648  0.06
H 3.58422 -0.75394 -3.35841  0.11
H 3.95574 0.55370 -2.22764  0.08
H 1.41631 -0.47396 -1.42804  0.11
H 1.35361 -0.57962 -3.18082  0.13
H 4.67203 3.25430 -1.44676  0.09
H 3.50619 4.20519 -2.32567  0.09
H 3.76471 2.51843 -2.79632  0.07
H 0.12827 4.90454 2.36923  0.11
H 3.94454 4.07601 2.98059  0.09
H 3.09578 2.86551 4.03117  0.10
H 2.23638 4.73052 5.42100  0.07
H 2.90251 5.95382 4.33841  0.08
H 4.01025 4.87681 5.26494  0.07
H -1.25702 -1.29538 -1.85777  0.06
H -1.02492 -2.87984 -1.12666  0.08
H -4.14399 -0.79386 0.15913  0.07
H -5.45373 -1.60204 -0.79107  0.07
H -4.64605 1.01336 -1.26156  0.07
H -3.43348 0.15978 -2.20788  0.02
H -5.21157 -0.05857 -2.55725  0.07
H 0.50473 -3.55262 0.57359  0.08
H 0.31576 -5.31321 0.56990  0.08
H 0.22031 -4.50070 2.11185  0.07
H -2.32336 -6.34608 0.67536  0.09
H -3.18723 -5.11693 -0.23565  0.05
H -1.55505 -5.70188 -0.78140  0.09
H 1.01339 0.84225 4.76376  0.09
H 0.07417 -1.03434 5.66658  0.07
C -1.94632 -2.26410 -6.21394  -0.25
C -3.11285 -2.16986 -5.25168  -0.24
O -2.94023 -1.03725 -4.40104  -0.10
O -0.72642 -2.35363 -5.48933  -0.07
H -2.03277 -3.14349 -6.85262  0.12
H -1.89917 -1.36683 -6.84455  0.12
H -3.14391 -3.04563 -4.60400  0.11
H -4.06391 -2.08594 -5.78688  0.12
H -3.06103 -0.24549 -4.93701  0.10
H -0.82999 -1.76624 -4.72955  0.06

Which of these has the highest spin multiplicity? C30H64FN3O6PS